(1)
The following is a quantum chemistry calculation of a molecular structure, C28H52BBr16NO3 at a distorted geometry, from the OMol25 dataset.

```
101
Properties=species:S:1:pos:R:3:forces:R:3:mulliken_charge:R:1
Br 1.733445 -5.631141 -0.930059 0.2 -0.6 0.0 -0.169
Br -7.350660 -0.462374 -9.127448 -0.1 0.1 0.0 -0.160
Br 2.400934 -1.188792 -1.048516 -0.9 -1.4 0.0 -0.023
Br 6.942141 -8.511801 -0.760490 -0.2 0.0 0.1 -0.085
Br -7.378659 2.146339 -3.838497 -1.8 0.3 4.3 -0.053
Br 7.674944 -7.216522 -4.632151 -0.1 0.1 0.0 -0.127
Br 3.808554 -9.476013 0.934755 0.1 0.0 0.0 -0.142
Br -6.789613 -0.511932 -1.326074 0.0 -0.1 -0.1 -0.169
Br -8.822784 2.915520 2.035161 -0.1 0.0 0.0 -0.160
Br 4.843454 -4.629712 -2.639717 -0.3 0.1 -0.1 -0.057
Br -6.602890 1.451855 -6.043079 3.1 0.7 -6.5 0.088
Br 0.183115 -1.008071 -3.994339 0.1 0.0 0.0 -0.187
Br 8.282024 -5.219299 -1.596860 0.3 0.1 0.1 -0.123
Br -5.926627 5.373654 2.944182 0.2 0.0 0.0 -0.113
Br -8.499332 4.792242 -1.113369 0.1 0.0 0.0 -0.124
Br -3.655687 5.195006 5.845845 -0.4 0.1 0.3 -0.176
O -1.368149 2.374086 4.016539 1.0 0.5 -0.2 -0.401
O 0.162354 5.932988 1.345010 -0.4 0.0 1.3 -0.567
O -1.809463 6.946959 2.299186 1.6 -0.8 0.8 -0.515
N 2.262772 1.760562 4.755051 -0.6 0.8 -0.8 -0.369
C 0.939545 -2.564112 -3.094585 -0.2 0.0 -0.1 -0.491
C -7.405941 0.186714 -4.034804 -0.9 -0.6 1.7 -0.908
C 4.545525 1.095919 0.008450 -1.0 0.8 0.5 -0.537
C -5.160379 3.822391 3.836164 -0.3 0.0 -0.2 -0.042
C 3.584575 -5.774804 -0.339206 0.0 0.1 0.2 -0.601
C -8.244515 2.308878 0.275231 0.2 0.0 0.3 -0.520
C -5.114583 4.012521 5.329384 0.2 -0.2 0.1 -0.629
C -1.139712 3.330905 2.980653 -0.8 1.2 -0.5 -0.266
C 0.955398 -2.379454 -1.600490 0.3 -0.3 0.2 -0.063
C -8.029533 -0.473169 -2.829165 0.1 -0.1 0.2 -0.599
C 3.271672 1.323068 -0.666097 0.5 2.0 2.1 -1.086
C -6.424974 1.239738 -8.914306 0.3 -0.1 -0.3 -0.549
C -5.546718 1.234962 -7.688486 -0.3 -0.1 0.0 -0.736
C -0.231061 2.192009 4.856217 0.7 -0.9 0.9 -0.576
C 2.722895 3.102111 4.311993 1.6 0.1 1.1 -0.108
C 4.059301 3.037038 3.460376 -0.3 0.1 -0.5 -1.079
C 0.954274 1.384989 4.194595 -0.6 -1.1 0.1 -0.055
C 4.854309 1.613864 1.342434 -2.0 0.6 -0.9 -0.600
C -0.961980 4.818034 3.514863 0.3 -0.4 0.2 0.832
C 3.855932 2.431234 2.033488 -0.3 -0.8 -1.8 0.584
C 2.277434 2.142998 0.010385 2.0 -0.2 1.3 -0.426
C 6.470838 -8.439286 1.127870 0.3 -0.1 -0.2 -0.587
C -7.398839 3.349544 -0.410056 0.0 0.1 -0.2 -0.074
C 4.386311 -4.565879 -0.749707 0.2 -0.1 -0.1 -0.174
C 2.608631 2.676049 1.317663 0.6 -0.6 -0.5 0.188
C 8.596976 -5.513581 -4.423437 0.1 -0.2 -0.2 -0.582
C 9.413529 -5.484554 -3.158019 0.0 0.3 0.2 -0.562
C 5.654193 -9.637357 1.537555 -0.2 0.1 0.2 -0.538
B -0.848736 5.904137 2.337753 -0.6 0.9 -0.3 0.691
H 5.593314 -9.707069 2.623452 0.0 0.0 -0.1 0.352
H 9.241873 -5.429914 -5.297887 0.0 0.0 0.1 0.356
H 3.023122 0.915757 -1.662883 0.7 0.9 0.8 0.872
H 5.848360 1.406794 1.806670 -1.0 0.2 -0.5 0.328
H -7.188226 2.015054 -8.891339 0.1 -0.1 0.1 0.364
H -5.817406 2.992133 3.575064 0.0 0.0 0.1 0.357
H 1.273607 2.389330 -0.412319 1.1 -0.4 0.2 0.416
H -4.970658 0.317303 -7.578837 0.0 0.1 -0.2 0.366
H 3.974059 -6.707557 -0.743126 0.0 0.1 0.0 0.275
H -8.252189 -1.518946 -3.039577 0.0 0.1 -0.1 0.391
H -6.660868 3.804155 0.248630 -0.1 0.0 0.0 0.207
H 1.929291 -2.724572 -3.517009 0.0 0.0 0.1 0.302
H -4.904802 3.067203 5.829088 0.0 0.0 -0.1 0.368
H -2.009088 7.141736 3.235604 -0.6 -0.2 -0.7 0.308
H 5.956067 -7.494524 1.290148 0.0 -0.1 0.0 0.277
H -6.893945 2.925642 -1.275947 -0.1 -0.1 0.1 0.035
H 2.978064 1.061382 4.559138 -0.4 0.2 -0.1 0.310
H 0.031769 -1.957979 -1.208527 0.1 0.1 -0.1 0.462
H 1.921264 3.707621 3.825679 0.6 -0.7 0.2 -0.209
H 3.865556 -3.624996 -0.581739 0.0 -0.1 0.0 0.062
H -6.028252 4.438711 5.737576 0.1 0.0 -0.1 0.423
H 1.852198 3.323740 1.811970 0.6 -0.6 -0.5 0.078
H 4.478155 4.083499 3.390158 -0.4 -1.0 -0.1 0.351
H -9.142389 2.049418 -0.281943 0.1 0.1 0.0 0.370
H 10.097850 -4.636536 -3.161588 -0.1 0.0 -0.1 0.346
H -4.866234 2.086464 -7.701407 -0.1 0.0 0.0 0.333
H 1.159944 -3.329192 -1.101031 -0.2 0.4 -0.2 -0.293
H -8.002902 -0.006299 -4.920081 -0.2 -0.1 0.3 0.466
H -1.846530 5.058008 4.173128 1.1 -0.4 -0.8 -1.131
H -8.934069 0.023642 -2.484682 0.1 0.0 -0.1 0.375
H -5.827180 1.352399 -9.818889 -0.1 0.0 0.0 0.355
H 3.003252 3.662314 5.254766 -0.3 -0.3 -1.0 0.286
H 0.189921 3.133138 5.293893 -0.6 -0.5 -0.5 0.305
H -0.333402 3.034854 2.256892 -0.5 0.2 0.8 -0.095
H -6.386053 -0.136678 -4.211757 -0.1 0.0 0.3 0.493
H -7.666266 1.407228 0.461939 0.0 0.1 0.0 0.208
H 5.342722 -4.544984 -0.225663 -0.1 -0.1 0.0 0.311
H 0.940069 6.362868 1.749072 -0.3 -0.3 -0.6 0.285
H 3.531324 -5.848852 0.747014 0.0 0.0 -0.1 0.384
H 5.315733 0.498071 -0.523618 -0.6 0.5 0.5 0.373
H -0.030116 4.918350 4.150486 -0.9 -0.2 -0.6 0.178
H 7.423149 -8.424486 1.657459 -0.1 0.0 0.0 0.374
H 0.895016 1.439062 3.075183 0.1 0.1 0.8 0.064
H 0.791955 0.301411 4.464647 0.2 1.0 -0.4 0.350
H 7.837940 -4.735077 -4.461261 0.1 0.0 0.1 0.313
H -4.179653 3.655820 3.395860 0.0 0.0 0.2 -0.192
H 0.291868 -3.395479 -3.371961 0.0 0.0 0.1 0.390
H -2.091597 3.356265 2.373828 0.9 -0.3 0.6 0.469
H 9.978076 -6.398904 -2.989302 -0.1 0.0 -0.1 0.367
H 4.850251 2.442102 4.000981 -0.9 0.5 -0.4 0.322
H 6.037737 -10.573703 1.138884 0.0 0.1 0.0 0.358
H -0.586747 1.579923 5.732187 0.2 0.7 -0.8 0.313
```
Positions in Å, forces in eV/Å.

Calculated values
* gap between HOMO and LUMO: 8.78 eV
* LUMO level: 0.21 eV
* total energy: -1158866.81270 eV


(2)
The following is a quantum chemistry calculation of a molecular structure, C30H40BrCaF6N7O6S3, from the OMol25 dataset.

```
94
Properties=species:S:1:pos:R:3:forces:R:3:mulliken_charge:R:1
Br 5.391058 -3.776577 0.356289 0.0 0.0 0.0 -0.098
Ca 0.225926 0.151401 1.560747 0.2 0.4 -0.4 1.979
S -1.292842 2.278938 0.382964 -0.1 -0.1 0.1 -0.254
S -1.514931 -1.143707 3.792317 -0.2 -0.1 0.4 1.094
S -0.176376 1.032407 4.935073 -0.2 -0.1 -0.1 1.101
F -2.573700 2.004230 4.389691 0.0 0.0 0.0 -0.194
F -2.923560 -2.638233 5.420364 0.0 0.0 0.0 -0.196
F -1.179110 3.410945 5.259754 0.0 0.0 0.0 -0.222
F -2.097574 1.886642 6.496646 0.0 0.0 0.0 -0.225
F -3.951366 -2.001651 3.625159 0.0 0.0 0.0 -0.203
F -3.635715 -0.602487 5.248088 0.0 0.0 0.0 -0.188
O 2.099897 -0.866624 1.750704 -0.2 0.1 -0.1 -0.498
O -1.915905 -0.267176 2.702523 0.3 0.0 -0.1 -0.564
O 0.723215 1.241732 6.009595 0.1 0.1 0.0 -0.612
O -0.886543 -2.370522 3.409818 0.1 -0.1 0.0 -0.702
O 4.272554 -1.370146 1.691947 -0.1 0.0 0.0 -0.697
O 0.230203 1.457201 3.594064 0.0 -0.1 0.1 -0.851
N -0.060144 -3.695010 -0.944731 0.0 0.0 -0.1 0.096
N 0.619230 -2.430775 -0.480192 0.0 0.0 -0.1 0.360
N -0.424206 -1.530774 -0.071391 -0.1 -0.1 0.3 -0.194
N -0.498529 4.048635 2.224655 -0.1 0.1 0.2 0.490
N -1.822491 4.831780 0.516396 0.0 0.0 0.1 -0.044
N -0.746493 -0.429281 4.963808 -0.1 0.0 -0.1 -0.558
N -1.419572 -3.464403 -0.540214 0.0 -0.1 0.3 0.356
C -1.195946 3.807163 1.115116 0.0 -0.1 -0.2 0.131
C 1.720047 2.468122 -1.622110 0.0 0.1 0.0 1.080
C -0.541767 6.441798 1.784738 0.0 0.0 0.0 -0.682
C -2.478863 -4.331374 -1.014769 0.0 0.0 -0.1 -1.464
C -0.664243 0.752381 -4.035579 0.1 0.0 0.0 -2.539
C 2.695108 -2.947584 0.838817 -0.1 0.0 0.0 -1.169
C 2.531556 0.219625 -2.041571 0.0 0.0 0.0 0.786
C -1.609901 2.144075 5.292436 0.1 0.0 0.1 0.631
C -3.110447 -1.626574 4.587522 0.1 0.0 0.0 0.469
C 3.014652 -5.069860 -0.376183 0.0 -0.1 0.0 -0.868
C -1.820866 -4.440961 -3.474750 0.0 0.0 0.0 -1.353
C 3.658990 -0.774494 -1.906418 -0.1 0.0 0.0 -2.323
C 0.642212 2.240152 -2.485436 0.0 0.0 0.0 1.532
C 2.641461 1.447088 -1.373436 0.0 0.0 0.0 1.511
C 0.684788 -4.469738 0.100921 0.1 0.0 0.1 0.346
C 3.778235 1.655802 -0.398572 0.0 0.0 0.0 -2.165
C -3.442067 -2.691425 -2.676308 0.0 0.0 0.0 -1.174
C -0.389484 3.312683 -2.755993 0.0 -0.1 0.0 -2.338
C -1.839365 6.191777 1.033121 0.1 0.0 0.0 -0.723
C 3.508043 -3.873577 0.323528 0.0 0.1 0.0 0.911
C 0.498980 0.994238 -3.100828 0.0 0.0 0.0 1.255
C 1.208823 -1.380697 -3.498283 0.0 0.1 0.1 -2.304
C 1.428990 -0.025610 -2.865742 0.0 0.0 0.0 1.169
C -0.375595 5.365301 2.843182 0.0 0.0 0.0 -0.575
C -2.918455 -4.109264 -2.466216 0.0 0.0 0.0 0.922
C 3.102352 -1.632604 1.483952 0.2 -0.1 0.1 -0.563
C 1.723285 -5.355362 -0.493841 -0.1 0.0 0.0 -1.116
C -1.523911 -2.204327 -0.106385 0.1 0.1 -0.2 -1.069
C 1.215210 -3.155958 0.696585 0.0 0.0 0.1 0.914
C 1.923319 3.823262 -0.979117 0.0 -0.1 0.0 -2.434
H -2.311274 4.600010 -0.331536 0.0 0.0 0.0 0.288
H -3.746693 -4.810459 -2.619267 0.0 0.0 0.0 0.298
H 1.465524 3.862648 0.016409 0.0 0.1 0.0 0.248
H 0.606776 5.422915 3.310434 0.0 0.0 0.0 0.415
H -0.225424 3.789408 -3.727617 0.0 0.0 0.0 0.439
H 2.982537 4.046278 -0.866902 0.0 0.0 0.0 0.496
H -2.203698 -4.341313 -4.491514 0.0 0.0 0.0 0.443
H -0.168407 3.242363 2.739011 0.1 0.0 -0.1 -0.119
H -1.460949 -5.463647 -3.345315 0.0 0.0 0.0 0.353
H 0.152734 -1.649934 -3.447840 0.0 0.0 0.0 -0.086
H -4.231889 -2.441133 -1.963689 0.0 0.0 0.0 0.355
H -2.149740 -5.362952 -0.874240 0.0 0.0 0.0 0.422
H -1.392572 2.887400 -2.757552 0.0 0.0 0.0 0.401
H 3.678057 -1.249013 -0.927297 0.0 0.0 0.0 0.264
H 4.044871 0.730392 0.110072 0.0 0.0 0.0 0.305
H -2.696150 6.336693 1.698517 0.0 0.0 0.0 0.299
H 1.393462 -6.239144 -1.026840 0.0 0.0 0.0 0.459
H -2.480236 -1.779415 0.167126 0.0 0.0 0.0 0.502
H -3.848515 -2.581572 -3.681843 0.0 0.0 0.0 0.459
H -0.003058 -5.019842 0.746979 0.0 0.0 0.0 0.465
H -0.376966 4.085418 -1.991874 0.0 0.0 0.0 0.188
H -1.550218 0.412270 -3.487542 0.0 0.0 0.0 0.317
H 0.712829 -2.882696 1.624689 0.0 0.0 0.0 0.229
H -0.940014 1.660811 -4.567687 0.0 0.0 0.0 0.497
H -1.946681 6.875862 0.192741 0.0 0.0 0.0 0.404
H -2.637130 -1.959278 -2.569802 0.0 0.0 0.0 -0.022
H 1.491920 4.620019 -1.580358 0.0 0.0 0.0 0.536
H 3.609298 -1.556981 -2.658457 0.0 0.0 0.0 0.534
H 1.503283 -1.392687 -4.552109 0.0 0.0 0.0 0.556
H 3.763858 -5.720267 -0.806718 0.0 0.0 0.0 0.397
H 3.516741 2.379085 0.372114 0.0 0.0 0.0 0.422
H -1.127038 5.484783 3.628112 0.0 0.0 0.0 0.309
H 4.677257 2.023490 -0.904219 0.0 0.0 0.0 0.368
H 1.752986 -2.160511 -2.975574 0.0 0.0 0.0 0.424
H 0.296236 6.407544 1.085769 0.0 0.0 0.0 0.285
H 4.617827 -0.267549 -2.026973 0.0 0.0 0.0 0.474
H -0.558104 7.425488 2.251589 0.0 0.0 0.0 0.375
H -0.966822 -3.774336 -3.357508 0.0 0.0 0.0 0.120
H -3.325746 -4.168112 -0.344168 0.0 0.0 0.0 0.435
H -0.427044 -0.002640 -4.781573 0.0 0.0 0.0 0.472
```
Positions in Å, forces in eV/Å.

Calculated values
* gap between HOMO and LUMO: 8.14 eV
* ΔE to the lowest compared entry with this formula, charge and spin: 104.3 kcal per mole
* LUMO level: 0.18 eV
* total energy: -191768.68675 eV


(3)
The following is a quantum chemistry calculation of 2 unconnected molecules or ions with the total composition C31H40FO4 at a distorted geometry, from the OMol25 dataset.

```
76
Properties=species:S:1:pos:R:3:forces:R:3:mulliken_charge:R:1
F -4.395251 -0.397757 -3.190125 0.8 -0.5 -0.1 -0.333
O 1.120563 -0.992780 2.003798 0.4 0.0 -0.1 -0.665
O 1.487915 -3.157650 2.497668 1.8 -0.2 0.1 -0.187
O -1.736184 -0.643587 1.370860 -0.3 0.7 0.0 -0.687
O 1.514026 4.450862 -0.560589 -0.5 -1.5 -0.4 -0.812
C -2.917535 -1.866447 -4.349893 0.3 0.2 0.4 -0.589
C -3.057195 -1.884039 2.954166 0.1 0.3 -0.3 -0.861
C -0.248193 1.659084 -1.972700 -0.4 1.3 -0.3 -0.262
C -0.711685 -2.265941 -3.424435 0.2 0.5 0.2 -0.618
C -1.361408 5.001830 -1.306598 0.1 -0.1 0.3 -1.691
C 0.183327 -0.782656 -1.653592 1.1 2.3 1.1 -1.044
C 0.238435 5.031960 -3.200367 0.2 -0.1 0.0 -1.782
C 1.413501 0.884454 -0.358079 1.3 0.4 0.4 0.327
C 2.625292 3.232060 1.994841 -0.3 0.1 0.0 -1.780
C -3.934737 -2.830908 2.144967 -0.4 0.1 0.0 -0.650
C 4.174784 3.246933 0.061226 -0.2 0.1 -0.3 -1.899
C -3.294823 -4.200545 1.908668 0.0 -0.4 0.1 -0.535
C 0.667725 -2.107140 2.244373 -2.9 -0.2 -0.3 -0.328
C -1.775963 -1.585466 2.164592 0.8 -1.4 0.2 0.420
C 3.749723 1.136679 1.273347 -0.1 -0.2 0.0 -1.846
C -1.802806 3.624598 -3.328711 0.0 -0.1 0.0 -2.080
C -0.707846 4.138244 -2.391331 0.3 -0.2 0.0 2.264
C 0.075706 2.966061 -1.737143 -0.7 -0.6 -0.4 -0.588
C -2.271387 -4.600863 2.974845 0.0 -0.1 0.0 -1.059
C 3.096418 2.428429 0.779819 -0.2 0.0 0.0 2.213
C 3.622994 -4.157844 2.636993 0.2 -0.1 0.1 -1.412
C 2.887259 -2.852956 2.452472 -0.5 -0.2 0.1 0.058
C 0.405595 0.561378 -1.325115 -0.3 -2.1 -0.3 -0.190
C -2.201745 -0.678853 -2.328667 0.6 -0.3 -0.4 -0.720
C -0.725444 -2.548990 2.369409 1.1 1.9 -0.6 0.574
C -1.677309 -2.525963 -4.389404 -0.4 0.2 0.1 -0.467
C -0.898028 -3.900566 2.959237 0.2 -0.8 0.7 -0.250
C 1.191725 3.264397 -0.813400 0.6 1.5 0.6 1.727
C -3.157974 -0.994777 -3.284432 -0.2 0.0 -0.1 0.305
C 1.899650 2.140753 -0.161866 -0.1 -0.6 0.1 -0.571
C -0.901115 -1.245726 -2.455031 -1.8 -0.7 -1.2 0.555
H 3.125267 -2.139494 3.249147 0.1 0.0 -0.2 0.278
H -2.803422 -2.320177 3.927752 -0.1 0.1 -0.1 0.318
H -2.373040 4.461400 -3.749386 0.2 0.0 0.1 0.420
H 4.697611 -3.974824 2.544221 0.0 -0.1 0.0 0.412
H 3.434499 -4.587401 3.628427 0.0 0.1 -0.2 0.317
H 3.747630 4.190213 -0.285720 0.2 -0.1 0.0 0.378
H 4.174479 0.581177 0.428822 -0.1 -0.1 0.1 0.337
H -2.074584 -5.673967 2.856272 -0.1 0.1 0.1 0.469
H -3.677041 -2.025025 -5.114101 0.1 0.0 0.3 0.436
H 1.775090 0.057772 0.249999 0.0 0.1 -0.2 -0.118
H -3.571372 -0.933701 3.109028 0.0 0.0 0.0 0.422
H 1.020397 5.422703 -2.545189 -0.1 0.0 -0.2 0.354
H -1.366921 3.067289 -4.165395 -0.1 0.0 0.1 0.382
H -0.548071 -3.869838 4.015697 0.0 -0.4 -0.3 0.038
H -4.895408 -2.965415 2.661256 0.1 0.0 0.0 0.336
H 4.560971 2.690649 -0.799413 0.1 0.1 0.0 0.356
H -4.086821 -4.960698 1.931944 0.0 0.1 -0.2 0.397
H -4.167695 -2.365818 1.178787 0.0 0.0 0.2 0.228
H 3.328684 -4.889809 1.875206 0.0 0.2 0.1 0.306
H -1.926420 5.819622 -1.768927 0.0 -0.1 0.0 0.467
H -1.016478 1.419816 -2.702963 0.2 0.1 0.2 0.713
H 2.187919 4.174199 1.655072 0.1 -0.1 0.2 0.400
H -2.844307 -4.258249 0.909634 0.1 0.1 0.2 0.310
H -0.316926 5.870818 -3.637305 0.1 -0.1 0.0 0.453
H -0.588663 5.421613 -0.657697 -0.2 0.0 -0.1 0.355
H 4.571348 1.370704 1.962832 -0.1 0.1 -0.1 0.423
H 1.873426 2.666360 2.556704 0.1 0.1 0.0 0.299
H 3.036388 0.494028 1.802476 0.1 0.0 -0.1 0.409
H -1.479095 -3.233443 -5.200038 -0.1 0.2 0.4 0.355
H -2.509286 2.978626 -2.795068 0.1 0.1 -0.1 0.392
H 0.240944 -2.804354 -3.442588 -0.3 0.3 -0.1 0.408
H 5.000646 3.457722 0.751345 -0.1 -0.1 -0.1 0.448
H -2.420290 -0.019464 -1.493180 0.0 -0.1 -0.1 0.721
H -0.201236 -4.583586 2.438462 -0.3 0.3 0.3 0.204
H 3.134683 -2.393352 1.491109 0.0 0.1 0.1 0.131
H 0.703207 4.454380 -4.006295 0.0 0.1 0.0 0.341
H 3.480479 3.444065 2.647585 -0.1 0.0 0.0 0.456
H -2.706481 -4.483835 3.976749 -0.2 0.0 -0.2 0.359
H -2.042060 4.395293 -0.698871 0.0 0.1 0.0 0.334
H 0.943924 -1.502247 -1.346169 -0.3 0.1 0.3 0.420
```
Positions in Å, forces in eV/Å.

Calculated values
* gap between HOMO and LUMO: 4.74 eV
* charge: -1
* LUMO level: 1.46 eV
* total energy: -43704.57690 eV